The following is a DFT calculation (ωB97M-V/def2-TZVPD) of a cluster of 2 separate species, C6H12O in total in a non-equilibrium geometry.

XYZ file:
```
19
Properties=species:S:1:pos:R:3
C -2.382 2.110 -1.099
C -1.198 2.060 -0.447
C -0.238 1.072 -0.886
C 1.011 0.985 -0.439
C 1.135 0.551 1.030
C 2.085 0.654 -1.383
H -3.279 2.621 -0.882
H -2.639 1.324 -1.831
H -0.722 2.829 0.082
H -0.630 0.467 -1.771
H 0.773 -0.478 1.077
H 0.446 1.261 1.600
H 2.154 0.405 1.504
H 2.055 -0.510 -1.520
H 3.059 0.847 -0.927
H 2.017 1.327 -2.279
O -0.458 -5.439 2.379
H -1.161 -5.887 1.948
H -0.880 -5.291 3.307
```

The HOMO energy is -0.274 Ha. The calculation puts the relative energy (zero: lowest compared OMol25 entry of this formula, charge and spin) at 368.81 kJ/mol. The LUMO energy comes out at 0.465 eV. As for the HOMO-LUMO gap: 7.9 eV. As for the spin multiplicity: 1. The SMILES is C=CC=C(C)C.O.



The following is a DFT calculation (ωB97M-V/def2-TZVPD) of a cluster of 8 separate species, C63H78O6 in total in a non-equilibrium geometry.

XYZ file:
```
147
Properties=species:S:1:pos:R:3
C 8.250 -0.327 -0.051
C 7.746 0.270 1.264
O 6.606 1.119 1.154
C 6.606 1.939 0.002
C 5.514 2.987 0.188
O 4.535 2.857 -0.862
C 3.838 3.991 -1.086
C 2.536 4.221 -0.858
C 1.524 3.276 -0.306
C 0.113 3.430 -0.930
C -0.797 4.357 -0.136
C -2.271 4.359 -0.584
C -3.152 3.572 0.400
C -2.850 2.072 0.391
C -3.912 1.244 1.129
C -3.924 -0.246 0.711
C -3.372 -1.167 1.815
C -2.457 -2.291 1.323
C -2.989 -3.047 0.086
C -1.987 -3.226 -1.050
O -2.160 -2.238 -2.074
C -2.955 -2.741 -3.125
C 2.343 5.644 -1.284
O 1.615 6.493 -0.891
O 3.376 5.929 -2.207
C 4.458 5.221 -1.693
O 5.576 5.611 -1.685
H 7.454 -0.505 -0.766
H 8.693 -1.297 0.171
H 9.027 0.292 -0.493
H 7.435 -0.558 1.900
H 8.568 0.760 1.793
H 7.569 2.443 -0.106
H 6.358 1.390 -0.906
H 5.014 2.834 1.144
H 5.957 3.981 0.193
H 1.859 2.259 -0.503
H 1.454 3.363 0.780
H 0.247 3.823 -1.941
H -0.313 2.435 -1.057
H -0.404 5.364 -0.259
H -0.724 4.137 0.930
H -2.377 3.952 -1.588
H -2.635 5.385 -0.575
H -3.005 3.987 1.397
H -4.196 3.710 0.112
H -1.872 1.890 0.844
H -2.766 1.767 -0.656
H -3.671 1.320 2.188
H -4.876 1.706 0.923
H -3.294 -0.371 -0.171
H -4.948 -0.493 0.438
H -4.178 -1.573 2.427
H -2.784 -0.538 2.486
H -1.456 -1.899 1.144
H -2.375 -3.021 2.128
H -3.257 -4.050 0.420
H -3.882 -2.578 -0.321
H -2.110 -4.215 -1.498
H -0.953 -3.164 -0.710
H -2.461 -3.539 -3.684
H -3.214 -1.935 -3.809
H -3.897 -3.132 -2.725
C -4.407 -4.023 -7.989
C -3.925 -3.191 -6.988
C -2.608 -2.753 -7.023
C -1.771 -3.145 -8.058
C -2.254 -3.983 -9.055
C -3.570 -4.421 -9.021
H -5.435 -4.360 -7.964
H -4.576 -2.883 -6.180
H -2.237 -2.102 -6.241
H -0.746 -2.803 -8.095
H -1.602 -4.294 -9.861
H -3.945 -5.072 -9.800
C 8.376 4.347 2.831
C 8.950 5.438 3.468
C 9.133 5.421 4.843
C 8.739 4.314 5.581
C 8.158 3.226 4.945
C 7.977 3.240 3.569
H 8.238 4.360 1.756
H 9.252 6.303 2.892
H 9.583 6.272 5.339
H 8.884 4.300 6.654
H 7.847 2.365 5.522
H 7.530 2.393 3.066
C -6.770 -2.574 4.500
C -6.179 -1.356 4.807
C -5.901 -1.032 6.127
C -6.217 -1.924 7.142
C -6.816 -3.138 6.837
C -7.090 -3.464 5.516
H -6.981 -2.828 3.469
H -5.933 -0.660 4.015
H -5.436 -0.083 6.365
H -5.999 -1.672 8.172
H -7.067 -3.833 7.628
H -7.555 -4.412 5.276
C -10.318 -6.866 9.875
C -9.280 -7.769 10.057
C -8.223 -7.803 9.158
C -8.205 -6.934 8.076
C -9.246 -6.035 7.891
C -10.302 -5.999 8.791
H -11.139 -6.836 10.579
H -9.295 -8.448 10.899
H -7.413 -8.506 9.301
H -7.379 -6.958 7.376
H -9.235 -5.360 7.045
H -11.112 -5.296 8.648
C -7.046 -3.935 -1.769
C -7.836 -4.749 -0.970
C -8.532 -5.808 -1.534
C -8.441 -6.053 -2.898
C -7.655 -5.235 -3.698
C -6.958 -4.177 -3.133
H -6.498 -3.111 -1.329
H -7.909 -4.557 0.092
H -9.147 -6.445 -0.911
H -8.982 -6.880 -3.336
H -7.586 -5.423 -4.761
H -6.343 -3.539 -3.756
C 11.411 7.166 0.824
C 11.973 7.032 2.086
C 13.043 7.834 2.459
C 13.552 8.769 1.568
C 12.993 8.899 0.304
C 11.922 8.099 -0.068
H 10.574 6.543 0.535
H 11.579 6.300 2.779
H 13.480 7.731 3.444
H 14.385 9.396 1.859
H 13.393 9.625 -0.391
H 11.486 8.201 -1.053
C 2.748 -0.951 -10.324
C 2.258 -2.107 -9.733
C 2.079 -2.162 -8.357
C 2.391 -1.062 -7.571
C 2.886 0.091 -8.163
C 3.064 0.147 -9.538
H 2.883 -0.907 -11.397
H 2.014 -2.966 -10.345
H 1.694 -3.065 -7.900
H 2.247 -1.103 -6.499
H 3.130 0.951 -7.554
H 3.448 1.049 -9.997
```

The HOMO energy is -0.345 Ha. The LUMO energy comes out at -0.146 eV. As for the HOMO-LUMO gap: 9.2 eV. As for the spin multiplicity: 1. The SMILES is CCOCCOC1=C(CCCCCCCCCCCCOC)C(=O)OC1=O.c1ccccc1.c1ccccc1.c1ccccc1.c1ccccc1.c1ccccc1.c1ccccc1.c1ccccc1.



The following is a DFT calculation (ωB97M-V/def2-TZVPD) of a structure of composition C9H11Br3Cl6O6 in a non-equilibrium geometry.

XYZ file:
```
35
Properties=species:S:1:pos:R:3
C -1.220 -4.732 -1.813
Br -2.023 -5.187 -0.128
Br -2.430 -5.093 -3.291
Br 0.426 -5.705 -2.053
H -1.030 -3.671 -1.861
C 1.881 3.466 -4.030
Cl 0.874 4.292 -5.221
Cl 2.036 4.441 -2.571
Cl 3.452 3.029 -4.695
H 1.384 2.543 -3.762
C -0.968 0.198 -2.210
Cl -2.710 -0.075 -2.172
Cl -0.538 1.663 -1.370
Cl -0.387 0.262 -3.897
H -0.526 -0.676 -1.758
C 1.240 1.865 1.699
C 2.072 2.720 0.744
O 1.186 3.797 0.425
C 0.266 3.901 1.413
O -0.479 4.809 1.555
O 0.326 2.819 2.228
H 1.848 1.470 2.509
H 0.720 1.068 1.169
H 2.395 2.188 -0.148
H 2.959 3.151 1.216
C -1.364 -3.203 2.983
C -0.821 -1.961 3.722
O -0.311 -1.186 2.636
C -1.029 -1.501 1.523
O -1.036 -0.848 0.533
O -1.690 -2.654 1.704
H -2.269 -3.606 3.423
H -0.562 -3.935 2.887
H -0.046 -2.254 4.421
H -1.626 -1.393 4.188
```

The HOMO energy is -0.383 Ha. The calculation puts the relative energy (zero: lowest compared OMol25 entry of this formula, charge and spin) at 0.00 kJ/mol. The LUMO energy comes out at -0.169 eV. As for the HOMO-LUMO gap: 10.3 eV. As for the spin multiplicity: 1.



The following is a DFT calculation (ωB97M-V/def2-TZVPD) of a structure of composition C11H16CaO4 in a non-equilibrium geometry.

XYZ file:
```
32
Properties=species:S:1:pos:R:3
C 1.589 -2.039 1.851
C 1.436 -2.002 0.669
C 1.381 -1.740 -0.761
C 2.134 -0.477 -1.206
C 1.989 0.732 -0.287
C 0.693 1.527 -0.471
O 1.110 2.930 -0.351
C 1.327 3.045 1.007
O 2.214 3.576 1.540
O 0.314 2.355 1.672
C -0.300 1.585 0.676
C -1.081 0.330 1.089
C -2.275 0.152 0.134
C -2.264 -1.389 -0.413
O -3.634 -1.821 -0.363
H 1.861 -2.330 2.827
H 0.335 -1.765 -1.083
H 1.852 -2.587 -1.251
H 1.861 -0.253 -2.234
H 3.191 -0.716 -1.232
H 2.791 1.410 -0.551
H 2.169 0.474 0.752
H 0.217 1.510 -1.455
H -1.097 2.273 0.322
H -1.423 0.403 2.112
H -0.420 -0.532 1.009
H -2.265 0.921 -0.700
H -3.195 0.329 0.702
H -1.889 -1.426 -1.483
H -1.662 -2.022 0.225
H -3.746 -2.669 -0.819
Ca -3.213 0.216 -1.928
```

The HOMO energy is -0.582 Ha. The LUMO energy comes out at -9.853 eV. As for the HOMO-LUMO gap: 6.0 eV. Its total charge is +2. As for the spin multiplicity: 1.



The following is a DFT calculation (ωB97M-V/def2-TZVPD) of a cluster of 7 separate species, C40H36Cl13NP in total in a non-equilibrium geometry.

XYZ file:
```
91
Properties=species:S:1:pos:R:3
N 1.484 4.545 -1.826
C 1.927 3.227 -2.308
C 2.257 2.347 -1.065
C 2.607 0.887 -1.433
C 4.103 0.543 -1.346
P 5.134 1.351 -2.612
Cl 6.203 2.897 -1.869
H 2.319 5.122 -1.812
H 1.241 4.474 -0.843
H 2.797 3.355 -2.972
H 1.155 2.698 -2.880
H 1.302 2.301 -0.485
H 2.985 2.837 -0.408
H 2.100 0.232 -0.711
H 2.184 0.612 -2.406
H 4.220 -0.540 -1.506
H 4.532 0.740 -0.357
H 6.095 0.425 -3.071
H 4.431 1.781 -3.751
Cl 1.120 1.785 1.459
C -0.040 2.381 2.621
C -0.228 3.747 2.781
Cl 0.654 4.905 1.843
C -1.141 4.219 3.711
C -1.870 3.330 4.481
C -1.688 1.964 4.319
C -0.775 1.491 3.393
H -1.285 5.283 3.837
H -2.581 3.701 5.206
H -2.259 1.266 4.917
H -0.642 0.430 3.277
Cl -4.349 -1.009 3.208
C -5.509 -0.485 4.379
C -5.762 0.859 4.610
Cl -4.943 2.106 3.734
C -6.696 1.233 5.566
C -7.378 0.268 6.287
C -7.130 -1.077 6.052
C -6.197 -1.451 5.100
H -6.893 2.280 5.749
H -8.104 0.564 7.031
H -7.663 -1.834 6.611
H -6.004 -2.500 4.919
Cl 2.040 1.378 7.644
C 3.144 1.901 6.425
C 4.459 2.236 6.721
Cl 5.084 2.139 8.326
C 5.309 2.660 5.709
C 4.850 2.748 4.405
C 3.536 2.408 4.109
C 2.687 1.986 5.118
H 6.332 2.924 5.938
H 5.516 3.081 3.621
H 3.170 2.471 3.093
H 1.663 1.724 4.885
Cl -2.577 -1.077 0.398
C -1.377 -2.214 -0.104
C -0.133 -2.279 0.501
Cl 0.295 -1.233 1.812
C 0.805 -3.202 0.060
C 0.502 -4.063 -0.984
C -0.746 -4.001 -1.587
C -1.681 -3.078 -1.147
H 1.777 -3.252 0.533
H 1.253 -4.784 -1.321
H -0.991 -4.671 -2.399
H -2.652 -3.031 -1.620
Cl -1.657 -6.519 -4.230
C -0.332 -7.573 -4.579
C 0.869 -7.501 -3.890
Cl 1.136 -6.357 -2.610
C 1.904 -8.366 -4.216
C 1.742 -9.300 -5.224
C 0.538 -9.375 -5.910
C -0.495 -8.512 -5.588
H 2.842 -8.311 -3.681
H 2.553 -9.971 -5.474
H 0.405 -10.105 -6.697
H -1.432 -8.570 -6.124
Cl -4.226 1.310 -6.861
C -2.870 2.290 -6.439
C -1.627 1.739 -6.159
Cl -1.348 0.033 -6.225
C -0.567 2.563 -5.816
C -0.743 3.937 -5.754
C -1.983 4.489 -6.039
C -3.043 3.666 -6.380
H 0.403 2.137 -5.595
H 0.086 4.577 -5.483
H -2.124 5.560 -5.995
H -4.010 4.098 -6.601
```

The HOMO energy is -0.389 Ha. The LUMO energy comes out at -4.235 eV. As for the HOMO-LUMO gap: 6.3 eV. Its total charge is +1. As for the spin multiplicity: 1.



The following is a DFT calculation (ωB97M-V/def2-TZVPD) of a cluster of 2 separate species, C4H6O2 in total in a non-equilibrium geometry.

XYZ file:
```
12
Properties=species:S:1:pos:R:3
C -2.874 -0.499 0.138
C -1.711 -0.328 -0.137
C 0.973 0.785 -0.231
C 0.441 -0.574 -0.084
O 0.785 -1.451 -1.102
O 0.556 -1.146 1.162
H -3.929 -0.242 -0.101
H 0.757 1.282 -1.285
H 0.597 1.448 0.408
H 2.071 0.947 0.002
H 0.629 -2.343 -0.822
H -0.025 -0.634 1.642
```

The HOMO energy is -0.355 Ha. The calculation puts the relative energy (zero: lowest compared OMol25 entry of this formula, charge and spin) at 498.18 kJ/mol. The LUMO energy comes out at 0.624 eV. As for the HOMO-LUMO gap: 10.3 eV. As for the spin multiplicity: 1.



The following is a DFT calculation (ωB97M-V/def2-TZVPD) of a cluster of 2 separate species, C2H10N3 in total in a non-equilibrium geometry.

XYZ file:
```
15
Properties=species:S:1:pos:R:3
C 0.415 -1.212 0.246
C -0.256 -1.005 -0.881
N -0.965 -1.968 -1.583
N 1.064 -0.090 0.941
H 0.622 -2.170 0.698
H -0.410 0.002 -1.263
H -1.331 -1.619 -2.459
H -0.433 -2.815 -1.749
H 1.957 0.168 0.510
H 1.289 -0.275 1.918
H 0.447 0.771 0.925
N -0.421 2.332 0.681
H -1.397 2.070 0.691
H -0.290 2.880 -0.161
H -0.291 2.931 1.485
```

The HOMO energy is -0.480 Ha. The calculation puts the relative energy (zero: lowest compared OMol25 entry of this formula, charge and spin) at 94.65 kJ/mol. The LUMO energy comes out at -3.112 eV. As for the HOMO-LUMO gap: 10.0 eV. Its total charge is +1. As for the spin multiplicity: 1.



The following is a DFT calculation (ωB97M-V/def2-TZVPD) of a structure of composition C16H18IIrN2O3S in a non-equilibrium geometry.

XYZ file:
```
42
Properties=species:S:1:pos:R:3
Ir -0.400 -0.006 -0.246
C 0.923 -3.957 -2.327
C 0.800 -3.974 -0.837
N 0.952 -5.093 -0.180
C 0.802 -5.139 1.165
C 0.465 -4.058 1.930
C 0.290 -4.165 3.423
O -1.030 -3.784 3.810
C 0.302 -2.816 1.255
C -0.065 -1.673 2.010
N -0.069 -0.404 1.663
C -0.348 0.570 2.705
C -0.227 0.240 4.062
C -0.509 1.166 5.047
C -0.884 2.463 4.720
C -0.953 2.830 3.391
C -0.676 1.884 2.413
I -0.718 2.500 0.442
C 0.484 -2.778 -0.130
O 0.363 -1.657 -0.811
H 1.250 -4.933 -2.672
H 1.625 -3.193 -2.660
H -0.045 -3.727 -2.778
H 0.975 -6.107 1.619
H 0.973 -3.482 3.934
H 0.543 -5.172 3.750
H -1.569 -4.569 3.957
H -0.379 -1.895 3.022
H 0.124 -0.734 4.368
H -0.415 0.871 6.084
H -1.093 3.190 5.492
H -1.203 3.847 3.118
C -4.604 -0.492 -1.165
S -3.545 0.248 0.053
C -4.272 -0.371 1.549
O -2.247 -0.647 -0.058
H -5.601 -0.070 -1.036
H -4.609 -1.572 -1.025
H -4.220 -0.228 -2.148
H -5.289 0.017 1.614
H -3.683 0.000 2.386
H -4.268 -1.461 1.520
```

The HOMO energy (alpha / beta) is -0.537 / -0.537 Ha. The LUMO energy (alpha / beta) comes out at -8.269 / -8.268 eV. As for the HOMO-LUMO gap (alpha / beta): 6.3 / 6.3 eV. Its total charge is +2. As for the spin multiplicity: 1.



| no. | electronic energy (Ha) |
| --- | --- |
| 1 | -310.91880 |
| 2 | -2898.74013 |
| 3 | -11284.17386 |
| 4 | -1406.53338 |
| 5 | -7924.18371 |
| 6 | -306.31655 |
| 7 | -246.22259 |
| 8 | -1755.27064 |